[1]
The following is a DFT calculation (wB97M-V/def2-TZVPD) of 2 unconnected molecules or ions with the total composition C13H12N2O4.

Atoms and positions in Å:
O (3.802, 1.076, -0.948)
C (2.894, 0.305, -0.961)
O (2.975, -0.972, -1.302)
C (1.506, 0.720, -0.550)
C (1.146, 0.784, 0.789)
C (-0.136, 1.130, 1.116)
N (-1.041, 1.416, 0.161)
C (-2.417, 1.749, 0.511)
C (-3.043, 1.093, 1.551)
C (-4.348, 1.467, 1.825)
C (-4.942, 2.446, 1.049)
C (-4.212, 3.014, 0.016)
N (-2.955, 2.668, -0.261)
C (-0.703, 1.382, -1.142)
C (0.567, 1.038, -1.526)
H (2.107, -1.383, -1.414)
H (1.857, 0.547, 1.562)
H (-0.457, 1.177, 2.142)
H (-2.539, 0.330, 2.120)
H (-4.882, 0.995, 2.633)
H (-5.950, 2.776, 1.235)
H (-4.656, 3.777, -0.603)
H (-1.472, 1.626, -1.852)
H (0.832, 0.990, -2.570)
C (4.292, -3.976, -0.469)
C (2.975, -4.786, -0.585)
O (2.427, -4.781, -1.715)
O (2.571, -5.309, 0.474)
H (4.553, -3.527, -1.428)
H (4.126, -3.182, 0.265)
H (5.125, -4.589, -0.123)

Its largest force on an atom is 0.5 eV Å⁻¹. For the HOMO energy, the calculation gives -5.9107 eV. The energy comes out at -912.963364 hartree. Its relative energy (zero: lowest compared OMol25 entry of this formula, charge and spin) is 2.550 eV.

[2]
The following is a DFT calculation (wB97M-V/def2-TZVPD) of a molecular structure, C13H12N9OPRuS4.

Atoms and positions in Å:
Ru (1.425, -0.425, -0.349)
O (-1.813, 5.496, -0.435)
C (-1.147, 4.512, -0.454)
S (-1.009, 3.452, -1.890)
C (-0.022, 2.253, -1.125)
C (0.349, 2.477, 0.219)
S (1.353, 1.370, 0.942)
S (-0.230, 3.924, 0.968)
S (0.580, 0.899, -1.873)
N (4.337, -2.311, -0.798)
C (4.439, -0.952, -0.914)
N (5.556, -0.299, -1.164)
N (5.188, 0.994, -1.194)
N (3.934, 1.128, -0.977)
N (3.409, -0.113, -0.789)
C (3.188, -2.968, -0.490)
N (3.114, -4.276, -0.357)
N (1.823, -4.518, -0.067)
N (1.147, -3.441, -0.026)
N (1.981, -2.386, -0.283)
H (5.175, -2.859, -0.900)
C (-1.577, -2.222, -0.864)
P (-0.736, -1.116, 0.302)
C (-0.847, -1.950, 1.910)
C (-1.903, 0.270, 0.489)
C (-2.640, 0.741, -0.595)
C (-3.485, 1.833, -0.453)
C (-3.603, 2.467, 0.774)
C (-2.879, 2.000, 1.863)
C (-2.033, 0.911, 1.720)
H (-1.551, -1.804, -1.870)
H (-2.612, -2.380, -0.560)
H (-1.034, -3.164, -0.866)
H (-1.889, -2.028, 2.222)
H (-0.281, -1.401, 2.662)
H (-0.405, -2.937, 1.803)
H (-2.556, 0.262, -1.563)
H (-4.049, 2.188, -1.306)
H (-4.259, 3.320, 0.884)
H (-2.969, 2.488, 2.825)
H (-1.469, 0.565, 2.578)

Its largest force on an atom is 0.5 eV Å⁻¹. For the HOMO energy (spin up / spin down), the calculation gives -8.4876 / -8.4875 eV. The energy comes out at -3099.643906 hartree. Its relative energy (zero: lowest compared OMol25 entry of this formula, charge and spin) is 0.632 eV.

[3]
The following is a DFT calculation (wB97M-V/def2-TZVPD) of a single C13H12O4 molecule.

Atoms and positions in Å:
C (-1.722, 2.047, 3.519)
C (-0.351, 2.068, 2.857)
C (0.772, 1.791, 3.850)
O (-0.336, 1.031, 1.862)
C (-0.047, 1.346, 0.615)
O (0.267, 2.444, 0.219)
C (-0.112, 0.164, -0.297)
C (0.590, 0.203, -1.455)
C (0.580, -0.902, -2.357)
C (1.296, -0.933, -3.560)
C (1.246, -2.045, -4.367)
C (0.483, -3.150, -3.990)
C (-0.231, -3.144, -2.811)
C (-0.189, -2.019, -1.989)
O (-0.907, -2.040, -0.848)
C (-0.943, -0.996, 0.045)
O (-1.657, -1.113, 1.003)
H (-1.908, 1.061, 3.937)
H (-2.497, 2.263, 2.789)
H (-1.763, 2.790, 4.311)
H (-0.180, 3.027, 2.350)
H (0.625, 0.816, 4.307)
H (1.735, 1.800, 3.344)
H (0.775, 2.552, 4.624)
H (1.173, 1.083, -1.690)
H (1.883, -0.070, -3.838)
H (1.797, -2.067, -5.294)
H (0.451, -4.019, -4.628)
H (-0.827, -3.989, -2.506)

Its SMILES is CC(C)OC(=O)c1cc2ccccc2oc1=O. Its largest force on an atom is 0.9 eV Å⁻¹. For the HOMO energy, the calculation gives -9.1013 eV. The energy comes out at -803.570189 hartree. Its relative energy (zero: lowest compared OMol25 entry of this formula, charge and spin) is 0.000 eV.

> Which formula does entry 3 have?

C13H12O4